Model A:
DFT (ωB97M-V/def2-TZVPD) results for 2 unconnected molecules or ions with the total composition C4H12N2O.

Computed properties:
**Orbital gap**: 10.021 eV

Last column: natural (NBO) charge in e.
Atoms and positions in Å:
H 0.5258 -1.5463 1.8390  0.355
N 0.8170 -0.8869 1.1229  -0.774
C 0.0870 -0.8567 0.0833  0.387
C -1.0790 -1.7630 -0.1833  -0.701
C 1.0229 -0.6277 -1.3326  -0.113
O 2.1491 0.1393 -0.9781  -0.744
H -1.5172 -2.1361 0.7445  0.213
H -0.7913 -2.6271 -0.7783  0.227
H -1.8399 -1.2108 -0.7339  0.229
H 1.3301 -1.6245 -1.6879  0.172
H 0.4862 -0.1463 -2.1579  0.166
H 2.2337 0.0453 -0.0127  0.494
C -0.3983 2.0765 1.1200  -0.419
N -0.7350 1.3276 -0.0896  -0.816
H -1.2281 2.0149 1.8231  0.190
H -0.1421 3.1299 0.9642  0.177
H 0.4670 1.5999 1.5776  0.214
H 0.0996 1.2960 -0.7300  0.380
H -1.4875 1.7961 -0.5904  0.364


Model B:
DFT (ωB97M-V/def2-TZVPD) results for 2 unconnected molecules or ions with the total composition C4H12N2O.

Computed properties:
**Orbital gap**: 9.569 eV

Last column: natural (NBO) charge in e.
Atoms and positions in Å:
C -3.0046 0.1973 -1.3463  -0.033
N -1.9208 0.2440 -0.6709  -0.440
C -1.2932 -0.4899 0.4827  -0.227
C 0.2027 -0.5321 0.7480  -0.431
C 0.5336 0.9468 0.8943  -0.228
N 1.6393 1.2481 0.1162  -0.868
H -3.2562 0.6161 -2.2828  0.170
H -3.8186 -0.2363 -0.8398  0.118
H -1.8620 -0.1811 1.3669  0.193
H -1.6472 -1.6425 0.3862  0.184
H 0.6569 -0.8856 -0.2463  0.234
H 0.3154 -1.0845 1.6552  0.226
H 0.6271 1.2338 1.9847  0.182
H -0.2977 1.6027 0.5089  0.192
H 2.3985 1.7730 0.6445  0.367
H 1.3696 1.8631 -0.6706  0.369
O 3.0499 -1.8787 -0.5718  -0.947
H 2.8463 -0.8106 -0.7219  0.482
H 3.4611 -1.9837 -1.4371  0.457


Model C:
DFT (ωB97M-V/def2-TZVPD) results for C4H12N2O in the gas phase.

Computed properties:
**Orbital gap**: 9.552 eV

Last column: natural (NBO) charge in e.
Atoms and positions in Å:
N 1.1696 2.4124 0.4818  -0.898
C -0.0617 1.6859 0.2396  -0.215
C 0.0882 0.1856 0.3439  -0.047
N 1.5196 -0.1828 0.1122  -0.865
C -0.8873 -0.5560 -0.6115  -0.447
C -1.3465 -1.8915 -0.1314  -0.080
O -0.3263 -2.9049 -0.3461  -0.702
H 2.0252 1.9085 0.5758  0.394
H 1.1761 3.4053 0.6108  0.380
H -0.8545 2.0273 0.9015  0.194
H -0.3518 1.9033 -0.8055  0.161
H -0.0367 -0.2166 1.3681  0.184
H 1.7555 -1.1599 0.0488  0.354
H 1.8998 0.2873 -0.7007  0.358
H -0.4486 -0.3878 -1.6100  0.218
H -1.7745 0.1045 -0.5998  0.209
H -1.8416 -1.7991 0.8303  0.172
H -2.1490 -2.2829 -0.7638  0.186
H 0.4446 -2.5384 0.0559  0.447


Model D:
DFT (ωB97M-V/def2-TZVPD) results for C4H12N2O in the gas phase.

Computed properties:
**Orbital gap**: 9.605 eV

Last column: natural (NBO) charge in e.
Atoms and positions in Å:
C -2.3244 1.0438 1.0789  -0.413
N -1.5477 0.6091 -0.0596  -0.658
C -0.5323 -0.4026 0.2501  -0.237
C 0.6145 -0.2942 -0.7571  -0.075
N 1.2048 1.0568 -0.5944  -0.843
C 1.6811 -1.3446 -0.4865  -0.063
O 2.2708 -1.2049 0.8013  -0.724
H -1.6873 1.7381 1.6344  0.189
H -3.2190 1.6288 0.8666  0.203
H -2.6510 0.2759 1.7903  0.169
H -2.0473 0.3873 -0.9175  0.362
H -0.9897 -1.3885 0.1519  0.177
H -0.0767 -0.1331 1.1956  0.222
H 0.2388 -0.4187 -1.7807  0.163
H 1.7528 1.2682 -1.4280  0.346
H 0.3894 1.6764 -0.6101  0.375
H 2.4493 -1.2124 -1.2518  0.160
H 1.2795 -2.3474 -0.5908  0.170
H 3.1944 -0.9379 0.7072  0.476


The energy of each structure relative to the most stable one, in eV, is as follows: model A 0.942; model B 2.416; model C 0.372; model D 0.000.


Model A:
DFT (ωB97M-V/def2-TZVPD) results for C4H12N2O in the gas phase.

Computed properties:
**Orbital gap**: 10.131 eV

Last column: natural (NBO) charge in e.
Atoms and positions in Å:
N -1.8195 -1.2893 -1.4855  -0.843
C -1.1527 -1.7613 -0.2731  -0.211
C -0.8199 -0.5677 0.5929  -0.412
C 0.4540 0.1641 0.1412  -0.079
N 1.6169 -0.4768 0.7859  -0.843
C 0.4529 1.6147 0.5679  -0.066
O 1.4406 2.3635 -0.1468  -0.735
H -2.6753 -0.7870 -1.2572  0.350
H -2.0646 -2.0340 -2.1232  0.359
H -0.2465 -2.2665 -0.5983  0.181
H -1.7678 -2.4764 0.2907  0.168
H -0.6873 -0.8290 1.6416  0.220
H -1.6555 0.1349 0.5573  0.194
H 0.5239 0.0774 -0.9441  0.187
H 2.4575 -0.0022 0.4723  0.363
H 1.7203 -1.4350 0.4655  0.350
H 0.7080 1.6627 1.6214  0.181
H -0.5422 2.0592 0.4438  0.163
H 1.0184 3.0438 -0.6703  0.473


Model B:
DFT (ωB97M-V/def2-TZVPD) results for 2 unconnected molecules or ions with the total composition C4H12N2O.

Computed properties:
**Orbital gap**: 8.457 eV

Last column: natural (NBO) charge in e.
Atoms and positions in Å:
C -0.6709 -1.0478 -0.1896  -0.310
C -2.0622 -0.6218 -0.3621  -0.447
C 2.2043 -0.0884 -0.4387  -0.441
C -1.3697 1.5353 -0.4467  -0.527
N 1.4076 0.2228 0.7397  -0.028
N 0.0204 0.1699 0.4670  -0.411
O 1.7537 -0.7547 1.7696  -0.627
H 2.0708 -0.2064 2.4953  0.470
H -0.4341 0.2874 1.3671  0.367
H -0.1649 -1.2035 -1.1422  0.196
H -0.5056 -1.8936 0.4865  0.209
H -2.7201 -0.7538 0.4952  0.191
H -2.5108 -0.7558 -1.3352  0.202
H 3.2446 0.1280 -0.2020  0.211
H 1.8788 0.5728 -1.2428  0.213
H 2.1151 -1.1344 -0.7482  0.186
H -2.3770 1.8457 -0.2077  0.176
H -1.1854 1.4432 -1.5087  0.187
H -0.6944 2.2552 0.0034  0.182


Model C:
DFT (ωB97M-V/def2-TZVPD) results for 2 unconnected molecules or ions with the total composition C4H12N2O.

Computed properties:
**Orbital gap**: 10.223 eV

Last column: natural (NBO) charge in e.
Atoms and positions in Å:
H -1.0950 -1.4721 1.6133  0.355
N -1.0411 -0.4728 1.4514  -0.767
C 0.1247 0.0209 1.5670  0.468
C 1.3954 -0.7202 1.8977  -0.688
N 0.2945 1.3469 1.2936  -0.815
H 1.1824 -1.7492 2.1730  0.228
H 2.0502 -0.7150 1.0279  0.236
H 1.9179 -0.2402 2.7215  0.223
H 1.1072 1.8166 1.6539  0.387
H -0.5499 1.8906 1.2209  0.404
C -0.1798 0.8268 -2.1061  -0.644
C -0.6731 -0.6112 -1.9856  -0.053
O -1.8654 -0.7322 -1.2598  -0.749
H 0.1046 1.2122 -1.1282  0.208
H 0.6826 0.8722 -2.7663  0.202
H -0.9696 1.4530 -2.5140  0.208
H -0.9018 -1.0041 -2.9814  0.170
H 0.1239 -1.2451 -1.5478  0.138
H -1.7078 -0.4770 -0.3308  0.488


The energy of each structure relative to the most stable one, in eV, is as follows: model A 0.405; model B 6.622; model C 0.000.


Model A:
DFT (ωB97M-V/def2-TZVPD) results for C4H12N2O in the gas phase.

Computed properties:
**Orbital gap**: 10.191 eV

Last column: natural (NBO) charge in e.
Atoms and positions in Å:
N -0.9334 2.2148 0.7506  -0.829
C -0.1769 1.9552 -0.4448  -0.212
C -0.0917 0.4724 -0.9449  -0.435
C 0.0662 -0.5384 0.1966  -0.085
N 1.3264 -0.4792 0.9204  -0.827
C -0.1343 -1.9559 -0.3561  -0.055
O -0.3266 -2.8768 0.7075  -0.720
H -0.6268 1.7119 1.5783  0.347
H -1.9004 1.9172 0.6847  0.351
H 0.8347 2.3177 -0.3132  0.181
H -0.6648 2.5429 -1.2221  0.194
H 0.8254 0.4418 -1.5292  0.196
H -1.0028 0.2701 -1.5064  0.202
H -0.7885 -0.4174 0.8616  0.190
H 2.0940 -0.4145 0.2556  0.345
H 1.4021 0.3924 1.4380  0.353
H -1.0823 -1.9536 -0.8916  0.171
H 0.7001 -2.2162 -1.0174  0.159
H 0.4798 -3.3846 0.8324  0.473


Model B:
DFT (ωB97M-V/def2-TZVPD) results for C4H12N2O in the gas phase.

Computed properties:
**Orbital gap**: 9.885 eV

Last column: natural (NBO) charge in e.
Atoms and positions in Å:
N -2.3156 0.3092 0.8127  -0.855
C -1.9361 0.8672 -0.5098  -0.227
C -0.6150 1.6149 -0.2659  -0.228
N 0.5945 0.8187 0.1576  -0.634
C 0.6292 -0.5721 -0.1726  -0.256
C 2.0551 -1.0819 0.3133  -0.048
O 2.4125 -2.4018 -0.1094  -0.738
H -2.9563 -0.4762 0.6967  0.355
H -1.5494 -0.1068 1.3987  0.358
H -2.7520 1.4061 -0.8693  0.202
H -1.7040 0.0637 -1.2965  0.156
H -0.3307 2.1005 -1.2337  0.183
H -0.8654 2.4723 0.3827  0.206
H 0.7865 1.0210 1.0892  0.363
H -0.0694 -1.3405 0.1959  0.171
H 0.6075 -0.8213 -1.2602  0.192
H 2.7875 -0.3722 0.0153  0.169
H 2.0975 -1.0858 1.4512  0.153
H 3.1235 -2.4150 -0.7958  0.477


Model C:
DFT (ωB97M-V/def2-TZVPD) results for 2 unconnected molecules or ions with the total composition C4H12N2O.

Computed properties:
**Orbital gap**: 8.341 eV

Last column: natural (NBO) charge in e.
Atoms and positions in Å:
C -0.0157 -1.9435 -1.1046  -0.613
C -0.8309 -0.6130 -1.3256  -0.429
C -0.8052 0.2507 -0.1756  0.065
N -1.6881 0.0572 0.9077  -0.852
C 0.1297 1.2454 -0.1060  -0.073
N 0.1576 2.1360 0.9904  -0.866
H 1.0544 -1.8354 -0.7518  0.226
H 0.0160 -2.5595 -2.0681  0.207
H -0.4927 -2.5010 -0.2769  0.196
H -1.8459 -0.9173 -1.6582  0.205
H -0.2844 -0.0041 -2.0644  0.213
H -2.4654 -0.5331 0.7667  0.376
H -1.1220 -0.2976 1.6751  0.369
H 0.8359 1.4972 -0.9601  0.207
H 0.4971 3.0337 0.9424  0.381
H -0.7129 2.0118 1.5607  0.392
O 2.6042 -0.0467 1.1753  -0.963
H 1.7047 0.3545 1.3039  0.490
H 3.2638 0.6647 1.1691  0.470


The energy of each structure relative to the most stable one, in eV, is as follows: model A 0.000; model B 1.012; model C 0.414.